{"formula": "C55H72Cl2N6O4SbSi3Sr", "method": "the ωB97M-V functional and the def2-TZVPD basis", "elements": ["Sr", "Cl", "C", "C", "C", "N", "C", "O", "C", "C", "C", "C", "C", "N", "C", "C", "C", "Cl", "N", "C", "O", "C", "C", "C", "C", "C", "N", "H", "H", "H", "H", "H", "H", "H", "H", "H", "H", "C", "C", "C", "C", "C", "C", "C", "N", "C", "C", "C", "C", "C", "C", "C", "N", "C", "C", "C", "C", "H", "H", "H", "H", "H", "H", "H", "H", "H", "H", "H", "H", "H", "H", "H", "H", "H", "H", "H", "H", "H", "H", "H", "H", "C", "Si", "C", "C", "Sb", "Si", "C", "C", "C", "Si", "C", "C", "C", "H", "H", "H", "H", "H", "H", "H", "H", "H", "H", "H", "H", "H", "H", "H", "H", "H", "H", "H", "H", "H", "H", "H", "H", "H", "H", "H", "C", "C", "C", "C", "C", "C", "C", "C", "C", "C", "O", "O", "H", "H", "H", "H", "H", "H", "H", "H", "H", "H", "H"], "xyz": [[-1.622, -0.162, -1.207], [-4.948, 3.668, -5.804], [-3.814, 2.526, -5.144], [-4.192, 1.752, -4.060], [-3.303, 0.836, -3.483], [-3.562, 0.048, -2.378], [-4.723, 0.020, -1.733], [-5.797, 0.580, -1.998], [-4.658, -0.832, -0.479], [-5.737, -0.774, 0.401], [-5.659, -1.438, 1.609], [-4.516, -2.173, 1.891], [-3.511, -2.213, 0.940], [-3.569, -1.560, -0.219], [-2.017, 0.684, -4.063], [-1.669, 1.462, -5.160], [-2.547, 2.391, -5.691], [-2.026, 3.362, -7.036], [-1.107, -0.225, -3.495], [-0.585, -1.140, -4.306], [-0.803, -1.325, -5.514], [0.410, -2.093, -3.656], [0.840, -3.184, -4.415], [1.781, -4.049, -3.889], [2.287, -3.792, -2.621], [1.807, -2.687, -1.943], [0.888, -1.859, -2.433], [-5.182, 1.854, -3.646], [-6.596, -0.186, 0.111], [-6.471, -1.370, 2.324], [-4.403, -2.691, 2.835], [-2.611, -2.792, 1.104], [-0.695, 1.337, -5.609], [0.423, -3.303, -5.404], [2.127, -4.900, -4.464], [3.047, -4.423, -2.178], [2.185, -2.427, -0.955], [2.536, -7.194, -0.095], [2.443, -6.153, 1.024], [3.796, -5.429, 1.122], [2.137, -6.871, 2.346], [1.341, -5.136, 0.758], [0.393, -5.284, -0.246], [-0.544, -4.281, -0.453], [-0.614, -3.179, 0.278], [0.251, -3.050, 1.286], [1.238, -3.993, 1.548], [0.085, -1.866, 2.169], [0.058, -2.038, 3.549], [-0.152, -0.943, 4.384], [-0.325, 0.287, 3.760], [-0.279, 0.365, 2.376], [-0.066, -0.680, 1.588], [-0.131, -1.101, 5.898], [-0.889, -2.365, 6.325], [-0.772, 0.099, 6.603], [1.341, -1.206, 6.331], [3.388, -7.851, 0.088], [2.678, -6.712, -1.064], [1.641, -7.817, -0.139], [4.606, -6.158, 1.190], [3.854, -4.788, 2.001], [3.960, -4.808, 0.239], [2.924, -7.595, 2.572], [1.187, -7.404, 2.277], [2.073, -6.162, 3.173], [0.385, -6.149, -0.895], [-1.269, -4.360, -1.257], [1.930, -3.816, 2.361], [0.175, -3.035, 3.952], [-0.489, 1.190, 4.331], [-0.404, 1.318, 1.872], [-1.907, -2.348, 5.932], [-0.939, -2.412, 7.414], [-0.402, -3.277, 5.979], [-1.789, 0.261, 6.240], [-0.194, 1.012, 6.452], [-0.814, -0.089, 7.677], [1.823, -2.067, 5.864], [1.410, -1.315, 7.416], [1.885, -0.308, 6.037], [4.460, 2.269, -3.590], [3.172, 0.865, -3.478], [2.225, 0.923, -5.112], [4.277, -0.684, -3.554], [1.588, 1.032, -1.417], [3.568, 1.004, 0.265], [2.910, 1.433, 2.004], [4.221, -0.782, 0.432], [5.123, 2.093, 0.073], [1.472, 3.615, -1.627], [0.756, 4.307, -0.010], [2.991, 4.739, -1.936], [0.350, 3.890, -3.126], [5.283, 1.966, -4.242], [4.876, 2.522, -2.613], [4.021, 3.177, -4.007], [2.886, 0.710, -5.955], [1.781, 1.908, -5.275], [1.417, 0.194, -5.137], [4.859, -0.658, -4.479], [3.699, -1.608, -3.554], [4.980, -0.722, -2.718], [2.423, 0.564, 2.452], [2.171, 2.236, 1.961], [3.715, 1.749, 2.672], [3.441, -1.421, 0.858], [5.093, -0.832, 1.089], [4.504, -1.202, -0.537], [4.858, 3.140, -0.085], [5.730, 1.768, -0.776], [5.741, 2.036, 0.971], [1.479, 4.206, 0.804], [-0.145, 3.760, 0.270], [0.497, 5.364, -0.103], [3.882, 4.395, -1.408], [2.767, 5.750, -1.590], [3.230, 4.791, -2.999], [-0.526, 3.239, -3.077], [0.891, 3.639, -4.043], [0.004, 4.923, -3.217], [-4.058, 6.922, 2.635], [-3.781, 5.610, 1.950], [-3.875, 4.404, 2.622], [-3.546, 3.191, 2.018], [-3.754, 1.943, 2.841], [-3.060, 3.194, 0.697], [-3.095, 4.397, -0.039], [-2.829, 4.443, -1.519], [-3.438, 5.577, 0.606], [-2.392, 1.961, 0.120], [-1.516, 2.116, -0.777], [-2.647, 0.833, 0.602], [-4.368, 6.773, 3.668], [-4.842, 7.473, 2.110], [-3.160, 7.543, 2.632], [-4.212, 4.391, 3.654], [-4.352, 2.184, 3.723], [-2.804, 1.512, 3.163], [-4.259, 1.176, 2.263], [-1.766, 4.362, -1.726], [-3.209, 5.374, -1.942], [-3.308, 3.603, -2.025], [-3.428, 6.503, 0.039]], "forces_ev_per_angstrom": [[2.87, -2.84, 1.19], [-0.08, 0.04, 0.01], [0.15, -0.03, -0.01], [0.03, 0.07, 0.04], [-0.13, 0.16, -0.45], [-1.40, 0.03, -0.54], [-0.12, 0.07, -0.51], [0.02, -0.05, 0.15], [-0.37, -0.13, 0.28], [0.00, -0.03, -0.02], [0.05, 0.02, -0.06], [-0.09, 0.07, 0.02], [-0.10, -0.13, 0.09], [-0.44, -0.25, 0.12], [-0.15, 0.16, -0.45], [-0.05, 0.01, 0.11], [-0.03, -0.02, 0.04], [0.02, 0.03, -0.05], [0.49, -0.30, -1.36], [-0.25, 0.21, -0.15], [0.10, -0.03, 0.06], [0.23, -0.18, -0.10], [-0.01, -0.01, -0.04], [-0.01, 0.06, 0.06], [0.05, 0.01, -0.05], [0.03, 0.12, 0.15], [-0.40, -0.13, -0.08], [-0.01, -0.01, 0.02], [0.03, 0.04, 0.00], [0.00, -0.04, 0.01], [0.04, -0.06, -0.03], [-0.08, 0.10, 0.04], [0.01, -0.01, -0.01], [-0.01, 0.01, 0.00], [0.01, -0.01, 0.01], [0.00, 0.00, 0.04], [-0.01, -0.09, -0.02], [-0.01, 0.08, 0.06], [0.04, -0.07, 0.03], [-0.07, -0.02, -0.03], [0.05, 0.02, -0.07], [-0.10, 0.02, -0.03], [0.03, 0.01, 0.00], [0.00, -0.03, -0.03], [0.12, 0.18, -0.08], [0.12, -0.22, -0.01], [-0.05, 0.02, -0.03], [0.04, 0.04, 0.23], [0.01, 0.03, -0.07], [0.03, 0.02, -0.08], [0.03, -0.05, 0.06], [0.10, 0.06, -0.06], [-0.29, -0.01, -0.30], [0.05, 0.02, 0.08], [0.01, 0.06, -0.04], [0.03, -0.09, -0.08], [-0.09, 0.00, 0.01], [0.00, -0.01, 0.01], [0.00, -0.05, -0.03], [-0.01, 0.01, -0.04], [0.00, 0.00, 0.01], [-0.01, 0.03, -0.01], [0.05, 0.00, 0.01], [0.00, 0.00, 0.02], [0.00, 0.00, 0.03], [0.01, -0.01, 0.01], [0.01, 0.03, -0.02], [0.03, -0.02, -0.01], [0.01, 0.03, 0.01], [0.01, 0.00, 0.01], [-0.03, 0.01, -0.05], [0.00, -0.01, 0.05], [-0.01, -0.03, 0.03], [0.00, -0.01, 0.00], [-0.01, 0.01, -0.02], [-0.01, 0.06, 0.04], [-0.03, 0.02, -0.01], [0.00, 0.00, 0.01], [0.01, 0.00, 0.01], [0.01, -0.01, 0.00], [0.04, -0.02, 0.01], [-0.32, -0.03, 0.23], [0.61, 0.06, -0.59], [-0.14, 0.00, 0.32], [-0.34, 0.02, 0.30], [1.18, 0.67, -0.14], [0.35, -0.20, 0.71], [-0.15, 0.01, -0.31], [-0.21, 0.15, -0.21], [-0.34, -0.07, -0.40], [-0.17, 0.75, 0.02], [-0.08, -0.35, -0.13], [0.00, -0.47, 0.01], [0.03, -0.23, 0.23], [-0.03, -0.10, -0.04], [0.01, 0.03, -0.11], [0.03, -0.07, 0.00], [0.12, 0.01, 0.07], [-0.02, -0.01, 0.02], [-0.08, -0.05, -0.06], [-0.03, 0.11, -0.03], [-0.02, -0.07, 0.02], [-0.01, 0.01, -0.01], [-0.02, -0.01, -0.02], [0.03, 0.00, 0.06], [0.07, -0.01, -0.06], [-0.01, 0.00, -0.02], [0.00, 0.08, 0.04], [0.00, -0.01, 0.04], [0.05, -0.03, 0.02], [0.01, 0.04, 0.03], [-0.09, -0.12, 0.08], [0.06, 0.04, -0.05], [-0.02, 0.03, 0.01], [0.04, 0.02, -0.08], [-0.01, 0.09, -0.06], [-0.13, -0.02, 0.04], [0.01, 0.03, 0.07], [0.01, 0.02, -0.05], [0.03, 0.01, 0.02], [0.05, 0.04, 0.06], [0.00, -0.09, -0.09], [0.00, -0.03, -0.01], [-0.02, 0.04, 0.01], [0.04, -0.03, -0.08], [0.11, 0.03, -0.03], [-0.02, 0.09, 0.14], [-0.01, -0.12, -0.03], [0.09, -0.06, 0.06], [0.00, 0.03, 0.00], [-0.27, 0.81, 0.59], [-0.05, 1.11, 0.07], [-0.75, 0.77, 1.21], [-0.02, 0.01, 0.00], [-0.01, 0.03, 0.04], [-0.02, 0.04, 0.03], [-0.01, 0.02, -0.01], [0.07, 0.03, 0.02], [-0.04, -0.06, 0.00], [-0.03, -0.07, 0.00], [-0.01, 0.05, -0.02], [-0.02, 0.00, 0.02], [0.02, 0.04, -0.06], [-0.03, -0.03, -0.03]], "total_charge": -1, "homo_lumo_gap_ev": 6.0, "multiplicity": 1, "max_force_ev_per_a": 4.21, "homo_ev": -4.36, "de_lowest_kcal_mol": 26.87}